1.
Below is C25H39ClNO14S as an isolated structure, with properties calculated with the ωB97M-V functional and the def2-TZVPD basis.

Net charge = +1
E_HOMO = -10.95 eV

Each line ends with the Löwdin charge.
Geometry (Å):
Cl  -6.3610  -2.6821  -6.3205  0.498
S  -6.8605  -4.3639  -7.1684  0.629
O  2.4075  4.2111  6.8226  0.031
O  5.1196  0.5180  4.6472  0.115
O  -5.5293  -5.0982  -7.3635  -0.518
O  4.4247  0.8162  -0.7932  -0.009
O  -2.5377  -2.8959  1.3590  0.020
O  -2.6097  -1.0229  -3.6120  0.037
O  -5.6537  -5.4456  -9.7393  0.255
O  1.4578  3.5315  -4.5227  0.034
O  -0.3069  2.1822  -4.6334  0.084
O  -1.9471  -1.0114  2.3916  0.120
O  1.1304  2.4954  6.2114  0.107
O  -4.8097  -1.1388  -3.9934  0.063
O  3.2444  0.0260  3.5566  -0.012
O  2.6110  -0.4618  -0.9573  0.109
N  -4.8817  -5.3253  -8.9676  0.211
C  -3.4711  -0.9350  0.4670  -0.067
C  1.3510  3.3891  6.9792  -0.480
C  0.7570  2.4559  -4.1382  -0.484
C  -2.5699  -1.5502  1.5261  -0.484
C  -1.7674  -1.3370  -5.8002  -0.133
C  -3.2908  -3.2791  0.1991  -0.159
C  1.1032  5.1871  8.5244  -0.147
C  1.8527  -0.2298  3.8687  -0.132
C  3.6655  -0.2456  -0.4272  -0.471
C  -3.6783  -1.0558  -4.4028  -0.516
C  2.5088  5.1277  7.9291  -0.145
C  2.5398  2.7168  -2.5855  -0.140
C  5.4245  -0.0360  1.1629  -0.138
C  5.6878  0.8001  -0.0867  -0.132
C  0.5859  3.7775  8.2324  -0.069
C  -1.3959  -0.8354  -4.4028  -0.111
C  -4.2716  -2.1352  -0.0409  -0.148
C  1.5081  1.6974  -3.0627  -0.083
C  -7.5358  -5.2523  -5.8073  -0.264
C  1.8645  -0.7481  5.3023  -0.139
C  3.9616  0.2122  4.6924  -0.474
C  -3.2484  -0.9639  -5.8487  -0.092
C  4.3728  -1.0219  0.6610  -0.065
C  2.7346  3.5635  -3.8398  -0.134
C  3.0657  -0.0068  5.8915  -0.071
H  3.4544  2.2738  -2.2059  0.093
H  -3.7654  -4.2348  0.4082  0.121
H  5.9638  1.8290  0.1276  0.126
H  0.8250  1.3574  -2.2907  0.123
H  -3.8632  -1.6391  -6.4361  0.063
H  2.8702  6.0765  7.5432  0.125
H  3.6614  -1.3282  1.4224  0.111
H  1.3070  0.7087  3.7771  0.126
H  -4.5864  -2.0500  -1.0792  0.102
H  2.1079  3.3319  -1.7944  0.126
H  2.0494  -1.8235  5.3074  0.116
H  3.2412  4.7282  8.6326  0.127
H  -1.6510  -2.4212  -5.8538  0.114
H  1.4674  -0.9381  3.1444  0.120
H  -4.0834  -0.1508  0.9023  0.125
H  4.8124  -1.9113  0.2040  0.133
H  -1.1636  -0.8899  -6.5851  0.119
H  -3.4036  0.0593  -6.1943  0.141
H  -0.4831  3.7163  8.0506  0.125
H  -8.3231  -4.6273  -5.3708  0.077
H  0.9272  -0.5584  5.8182  0.116
H  3.4802  3.1411  -4.5156  0.126
H  4.9999  0.5884  1.9448  0.096
H  -2.8360  -0.5060  -0.3100  0.127
H  0.5036  5.9194  7.9835  0.118
H  0.8494  3.0663  9.0173  0.132
H  -5.1597  -2.2710  0.5776  0.117
H  -2.5952  -3.4036  -0.6342  0.123
H  2.7743  0.9712  6.2713  0.099
H  -6.7435  -5.4720  -5.0886  0.084
H  2.9824  4.6035  -3.6484  0.124
H  3.5976  -0.5605  6.6611  0.127
H  1.1024  5.4588  9.5770  0.115
H  6.3228  -0.5031  1.5588  0.123
H  -0.6075  -1.4086  -3.9229  0.131
H  1.9750  0.8208  -3.5148  0.131
H  -1.1392  0.2236  -4.4070  0.096
H  6.4365  0.3595  -0.7477  0.124
H  -7.9602  -6.1661  -6.2402  0.079

---

2.
Below is a 6-piece molecular cluster, C3H16O6S2 overall, with properties calculated with the ωB97M-V functional and the def2-TZVPD basis.

Relative energy (zero: lowest compared OMol25 entry of this formula, charge and spin) = 0.0 kJ/mol
E_HOMO = -8.80 eV

Each line ends with the Löwdin charge.
Geometry (Å):
S  -3.2715  -1.0379  0.8867  0.433
S  -2.8142  -1.1496  -1.0810  0.340
O  0.7438  1.7519  -1.4090  -0.075
O  1.2095  1.4110  1.4053  0.011
O  3.2324  -0.2083  0.3281  -0.038
O  1.4418  -2.2454  0.5631  -0.074
O  1.1751  -1.0124  -1.8894  -0.072
O  -2.0131  1.8207  -1.6993  -0.121
C  0.1751  0.9764  1.8662  -0.194
C  -1.6779  -0.7389  1.6960  -0.556
C  -0.9088  0.3979  1.0297  -0.257
H  -1.0705  -1.6385  1.6641  0.064
H  0.9524  0.8191  -1.6674  0.026
H  1.1293  -1.5822  -1.0914  0.010
H  -2.7361  0.1577  -1.4144  -0.203
H  3.2468  -0.1688  -0.6330  0.056
H  2.1583  -1.5667  0.6398  0.015
H  -1.9196  -0.5043  2.7338  0.074
H  1.9026  -3.0970  0.5577  0.066
H  2.6698  0.5203  0.6271  0.016
H  1.0532  1.8501  -0.4953  0.019
H  0.5896  -1.4286  -2.5318  0.061
H  0.0320  1.0247  2.9557  0.137
H  -1.0308  1.8148  -1.5765  0.009
H  -1.5908  1.2193  0.7567  0.124
H  -2.1778  2.5587  -2.2964  0.054
H  -0.5008  0.0559  0.0749  0.073

---

3.
Below is CH5BN2O3 as an isolated structure, with properties calculated with the ωB97M-V functional and the def2-TZVPD basis.

Relative energy (zero: lowest compared OMol25 entry of this formula, charge and spin) = 153.6 kJ/mol
E_HOMO = -10.02 eV

Each line ends with the Löwdin charge.
Geometry (Å):
O  -2.0020  0.0145  -1.0940  0.190
O  -0.8918  2.0794  -1.1483  0.207
O  -0.6966  -1.5466  1.1315  0.113
N  1.5679  -1.4005  1.1264  0.154
N  0.2036  0.2201  -0.0503  0.177
C  0.2466  -0.8959  0.8406  -0.577
B  -0.9753  0.7998  -0.7192  -0.807
H  -0.0652  2.4289  -1.1398  0.034
H  1.4476  -2.2353  1.5652  0.046
H  -2.4996  0.4705  -1.8248  0.142
H  1.2732  1.0306  -0.0325  0.277
H  2.3917  -0.9655  1.3451  0.045

---

4.
Below is C60H53N10O4PS2Tl as an isolated structure, with properties calculated with the ωB97M-V functional and the def2-TZVPD basis.

Net charge = -1
E_HOMO = -2.52 eV

Each line ends with the Löwdin charge.
Geometry (Å):
Tl  0.6979  -0.1510  -0.6563  0.876
S  1.1122  -0.9575  -3.7379  0.579
S  8.4351  -0.7037  -4.0692  0.911
P  -2.3401  0.2740  2.2640  1.179
O  1.8240  1.5999  2.3778  -0.072
O  -1.8896  2.1751  -1.9467  -0.069
O  -0.3344  -2.6960  -1.2958  -0.146
O  3.1663  1.2611  -0.2393  -0.146
N  2.4609  0.0846  -3.7271  -0.435
N  -1.8239  2.9841  2.4090  -0.055
N  -4.2476  -0.5498  0.4034  -0.059
N  2.8617  -1.8558  -1.7969  -0.008
N  -1.0490  -1.8685  3.4415  -0.079
N  -0.6455  2.0356  0.7957  0.062
N  0.2649  -0.8628  1.9704  0.036
N  7.6183  -1.6319  -2.9935  -0.238
N  -2.2147  -0.4811  -0.4784  0.088
N  7.1872  0.2649  -4.4980  -0.246
C  -2.2694  -2.4127  -5.3163  -0.080
C  0.1645  6.0098  2.4002  -0.004
C  3.1589  -1.4110  1.5174  -0.115
C  -2.7448  -1.3905  -2.7735  -0.210
C  2.2030  -4.5061  5.8611  -0.081
C  5.7688  -2.3613  -0.9395  -0.008
C  3.2824  2.0692  -4.7819  -0.089
C  -1.0808  3.9760  1.8208  -0.109
C  -3.0827  -0.9000  -1.4304  -0.193
C  1.9412  4.1107  0.2099  -0.045
C  1.3419  -5.5276  6.2424  -0.104
C  0.1462  -2.5609  3.4480  -0.117
C  -1.5141  1.8149  1.7677  -0.416
C  -6.4687  -2.2710  -1.1725  -0.040
C  2.1962  -2.3817  1.9147  -0.225
C  -2.2383  6.1140  2.3658  -0.041
C  0.1177  4.6235  -1.2621  -0.031
C  -7.6810  -2.1387  -3.2448  -0.090
C  0.2160  7.3471  2.7323  -0.071
C  -1.0656  5.3733  2.2116  -0.154
C  3.7706  -3.6815  -0.3010  -0.239
C  -0.3524  3.3587  0.8205  -0.197
C  0.5889  4.0203  -0.1021  -0.166
C  -0.9541  8.0777  2.8817  -0.090
C  -5.5636  -1.3129  -1.6284  -0.173
C  0.5106  -3.5870  4.3958  -0.180
C  2.7424  -2.8555  -1.0199  -0.134
C  3.9751  -1.2817  -2.3490  -0.195
C  -2.1667  -2.0987  4.3090  -0.059
C  6.1150  -0.1178  -3.8222  -0.310
C  4.8103  0.4465  -3.9219  -0.108
C  0.0718  -5.5798  5.6918  -0.101
C  1.7998  -3.5569  4.9500  -0.025
C  3.7378  -0.2813  -3.2960  -0.137
C  4.3483  -1.5378  0.8847  -0.097
C  2.3754  -3.7959  1.7653  -0.079
C  -4.3625  -0.9470  -0.9017  -0.123
C  5.3480  -1.6831  -2.0351  -0.114
C  2.8072  4.7918  -0.6243  -0.061
C  4.9069  -2.7539  0.2080  -0.269
C  -0.9297  -0.8632  2.5272  -0.437
C  -5.3242  -0.3882  1.3368  -0.041
C  -5.7481  -0.7614  -2.9003  -0.015
C  -2.8753  -3.2090  -4.3564  -0.074
C  2.3322  5.3855  -1.7798  -0.084
C  6.3699  -1.2160  -2.9433  -0.303
C  -1.8942  -1.1183  -5.0010  -0.116
C  -6.7979  -1.1679  -3.6954  -0.070
C  -0.3450  -4.6241  4.7854  -0.053
C  2.2649  1.2542  -4.3562  -0.178
C  4.5870  1.6140  -4.6247  -0.024
C  -3.1222  -2.6968  -3.0975  -0.049
C  -2.9196  -0.2813  0.6204  -0.403
C  -2.1784  7.4536  2.6965  -0.089
C  -2.6822  3.1188  3.5490  -0.045
C  0.9894  5.2943  -2.1013  -0.076
C  -2.1193  -0.6072  -3.7346  -0.069
C  -7.5140  -2.6807  -1.9793  -0.089
C  3.1146  -4.4092  0.8232  -0.091
C  0.9584  -1.9381  2.4832  -0.191
H  3.0681  2.9893  -5.2987  0.087
H  1.1739  7.8248  2.8805  0.105
H  -0.6002  -6.3817  5.9684  0.096
H  4.9972  -0.6704  0.8214  0.097
H  -2.4810  4.0666  4.0473  0.092
H  -8.4942  -2.4683  -3.8770  0.098
H  3.1904  -5.4891  0.8317  0.083
H  6.8158  -2.6290  -0.9012  0.101
H  4.2108  -4.4008  -1.0041  0.145
H  -3.5955  -3.3151  -2.3457  0.125
H  1.8053  -4.4256  2.4385  0.096
H  -2.8990  -2.7731  3.8544  0.091
H  0.2012  -2.4959  -2.0798  -0.057
H  -1.8138  -2.5442  5.2400  0.089
H  2.9606  -0.4281  1.9219  0.077
H  -6.3264  -2.7284  -0.2032  0.112
H  -3.1961  5.6455  2.1893  0.113
H  -0.9326  4.5652  -1.5047  0.110
H  -3.0928  8.0204  2.8024  0.100
H  1.2286  1.4728  -4.5737  0.091
H  -8.1976  -3.4420  -1.6282  0.100
H  5.4307  2.1360  -5.0506  0.107
H  1.6627  -6.2754  6.9542  0.092
H  3.6442  0.4292  -0.3512  -0.005
H  -2.4992  2.2984  4.2456  0.077
H  -3.1508  -4.2312  -4.5846  0.101
H  3.1971  -4.4552  6.2809  0.101
H  -1.8447  1.5522  -1.2105  -0.023
H  -2.0877  -2.8102  -6.3056  0.101
H  3.0089  5.9182  -2.4301  0.099
H  -0.9739  2.3246  -2.1985  0.022
H  -1.2415  -2.4904  -1.5356  -0.009
H  2.3200  3.6559  1.1106  0.106
H  1.5142  0.7181  2.6206  0.013
H  -6.9264  -0.7316  -4.6758  0.105
H  5.5064  -3.3326  0.9230  0.135
H  -1.4056  -0.5066  -5.7425  0.096
H  2.4746  -2.7720  4.6460  0.124
H  -2.6664  -1.1520  4.5291  0.056
H  -6.2606  -0.2763  0.7890  0.094
H  -3.7346  3.0884  3.2532  0.092
H  3.0587  1.3948  0.7129  -0.002
H  1.7234  -3.1361  -0.7866  0.085
H  1.2148  1.8550  1.6742  -0.021
H  -5.0517  -0.0159  -3.2520  0.125
H  -0.9132  9.1273  3.1359  0.098
H  -5.4022  -1.2479  2.0091  0.094
H  0.6155  5.7556  -3.0044  0.101
H  -1.8360  0.4035  -3.4940  0.088
H  -5.1562  0.5018  1.9457  0.068
H  1.0736  5.4403  2.2920  0.111
H  -1.3239  -4.7075  4.3352  0.104
H  3.8548  4.8635  -0.3708  0.109